{
  "formula": "CH18NO6",
  "method": "the ωB97M-V functional and the def2-TZVPD basis",
  "orbital_gap_ev": 12.06,
  "molar_mass_da": 140.2,
  "lumo_energy_ev": -2.72,
  "total_charge": 1,
  "energy_ev": -15099.0241,
  "e_above_lowest_ev": 0.139,
  "homo_energy_ev": -14.77,
  "species": ["C", "N", "H", "H", "H", "H", "H", "H", "H", "H", "O", "H", "H", "O", "H", "H", "O", "H", "H", "O", "H", "H", "O", "H", "H", "O"],
  "positions_angstrom": [[-0.52575, -2.36236, -0.61052], [-0.77650, -0.89098, -0.58163], [-0.49788, -2.79933, 0.37807], [-1.31833, -2.76908, -1.23209], [0.41234, -2.58477, -1.11383], [0.06501, -0.31900, -0.60468], [-1.35704, -0.57961, 0.24287], [-1.40472, -0.67069, -1.36388], [0.26374, 1.70526, 0.99162], [-0.60843, 2.67598, 0.11447], [-0.25306, 1.79174, 0.19276], [-2.48877, -1.11034, 2.41265], [-0.93683, -0.74053, 2.45404], [-1.65701, -1.14194, 1.94804], [-1.91679, 1.13268, -2.85894], [-1.59534, -0.10561, -3.79295], [-2.20210, 0.28409, -3.16864], [1.37270, 1.83272, -3.85059], [0.83693, 0.47122, -3.43887], [0.75504, 1.40651, -3.25928], [3.70808, -0.83697, 2.90196], [4.18231, 0.64689, 2.96584], [3.55841, 0.04522, 2.56373], [0.41783, 0.96167, 3.41157], [1.65870, 0.40831, 2.71521], [0.68768, 0.38539, 2.70619]],
  "lowdin_charge": [-0.02, 0.11, 0.09, 0.10, 0.10, 0.13, 0.12, 0.11, 0.01, 0.05, -0.04, 0.07, 0.03, -0.04, 0.03, 0.04, -0.03, 0.05, 0.02, -0.04, 0.06, 0.06, -0.03, 0.06, 0.02, -0.05]
}

---

{
  "formula": "CH20O9",
  "method": "the ωB97M-V functional and the def2-TZVPD basis",
  "orbital_gap_ev": 7.75,
  "molar_mass_da": 176.2,
  "lumo_energy_ev": -1.42,
  "energy_ev": -19785.6261,
  "e_above_lowest_ev": 4.263,
  "homo_energy_ev": -9.17,
  "species": ["O", "H", "H", "H", "C", "O", "H", "H", "H", "O", "H", "H", "O", "H", "H", "O", "H", "H", "O", "H", "H", "O", "H", "H", "O", "H", "H", "O", "H", "H"],
  "positions_angstrom": [[0.15677, 1.26182, -3.00514], [-0.24568, 0.82710, -3.76056], [-0.12188, 0.86474, -2.17672], [1.10346, 1.38639, -3.10447], [-0.50992, -0.29124, 0.60870], [-0.39123, 0.43870, -0.56557], [-1.20347, -1.09996, 0.37833], [0.42674, -0.76521, 0.90216], [-1.03574, 0.12966, 1.46570], [1.12302, -2.18561, 3.80452], [1.67466, -1.43766, 3.57544], [0.44041, -2.19481, 3.13356], [0.43744, 0.70817, 4.30567], [0.90809, 1.38927, 3.82524], [-0.46166, 0.76390, 3.98204], [2.06358, 2.27706, -0.24144], [2.40567, 1.84518, -1.02417], [1.28314, 1.77306, -0.01096], [2.83340, -0.78330, -0.32015], [2.02938, -1.24020, -0.56717], [3.07085, -0.27802, -1.09766], [-3.01215, -1.79936, -1.12174], [-2.32073, -1.40708, -0.58856], [-3.82599, -1.52455, -0.69940], [-0.02819, -2.14419, -1.91779], [-0.22519, -1.35359, -1.41541], [0.53468, -2.66087, -1.34120], [-2.73968, 2.42610, -1.10910], [-2.06352, 1.79663, -0.85846], [-2.30625, 3.27788, -1.05569]],
  "lowdin_charge": [0.34, 0.18, 0.06, 0.17, -0.28, -0.40, 0.04, 0.06, 0.07, -0.06, 0.02, 0.01, -0.04, 0.03, 0.03, -0.05, -0.01, 0.00, -0.03, 0.00, 0.02, -0.05, -0.04, 0.04, -0.05, -0.04, 0.04, -0.06, -0.02, 0.03]
}

---

{
  "formula": "CH21O10",
  "method": "the ωB97M-V functional and the def2-TZVPD basis",
  "orbital_gap_ev": 7.78,
  "molar_mass_da": 193.2,
  "lumo_energy_ev": 2.32,
  "total_charge": -1,
  "energy_ev": -21853.5654,
  "e_above_lowest_ev": 1.683,
  "homo_energy_ev": -5.46,
  "species": ["C", "O", "H", "H", "H", "O", "H", "H", "O", "H", "H", "O", "H", "H", "O", "H", "H", "O", "H", "H", "O", "H", "H", "O", "H", "H", "O", "H", "H", "O", "H", "H"],
  "positions_angstrom": [[0.08576, -1.19083, -0.03720], [0.05999, 0.21685, -0.22876], [-0.13248, -1.45037, -1.04119], [-0.69525, -1.44590, 0.65703], [1.06196, -1.42958, 0.30362], [0.19132, -0.38593, 3.21996], [0.12096, 0.04034, 2.37549], [-0.42745, -1.10459, 3.25646], [3.01134, 0.24232, -1.37484], [2.21719, 0.45341, -0.88024], [3.65303, 0.83806, -0.99968], [2.07522, 1.22582, 1.18748], [2.20192, 2.03624, 0.68412], [1.50216, 0.65441, 0.68850], [-2.67919, 0.57021, -1.54880], [-1.87059, 0.76759, -1.17861], [-3.11061, 0.00982, -0.89952], [0.55077, 2.44654, -1.41350], [-0.31720, 2.87563, -1.51691], [0.25740, 1.57220, -1.11867], [-3.49924, -1.02898, 0.41448], [-2.94381, -1.70258, 0.83829], [-4.33150, -1.46199, 0.15580], [0.01010, -0.51239, -3.43213], [-0.16108, -0.65768, -2.50847], [0.89038, -0.16386, -3.63960], [2.88405, -1.46163, 1.97514], [3.17069, -1.25294, 1.12839], [1.96163, -1.15801, 1.99334], [-1.92568, 1.13445, 1.23642], [-2.57405, 0.41831, 1.05441], [-1.23774, 0.90505, 0.64918]],
  "lowdin_charge": [-0.18, -0.45, 0.05, 0.05, 0.05, -0.03, -0.01, 0.03, -0.05, -0.03, 0.03, -0.06, 0.04, -0.06, -0.04, -0.06, -0.03, -0.09, 0.04, -0.04, -0.05, 0.07, 0.09, -0.06, -0.03, 0.04, -0.05, -0.03, -0.01, -0.06, 0.00, -0.07]
}